one) Formula: H12O6
Source: the OMol25 dataset
Level of theory: ωB97M-V/def2-TZVPD

```
18
Properties=species:S:1:pos:R:3:lowdin_charge:R:1
O -0.042 -0.748 0.364 -0.11
H -0.485 -1.593 0.749 0.07
H -0.696 -0.164 0.742 0.01
O 0.173 -1.987 2.570 -0.03
H -0.682 -1.977 3.015 0.07
H 0.725 -1.434 3.042 0.01
O -4.263 3.295 0.157 -0.06
H -3.557 3.056 -0.500 0.06
H -4.474 2.462 0.509 -0.01
O 1.247 0.621 -3.992 -0.07
H 0.307 0.911 -3.823 0.07
H 1.264 -0.198 -3.507 0.03
O 2.031 -3.881 2.110 -0.06
H 2.612 -3.693 1.418 0.00
H 2.219 -3.362 2.936 0.06
O 1.084 2.995 -1.558 -0.04
H 1.114 2.137 -2.049 0.03
H 1.423 3.560 -2.183 -0.02
```

Computed properties:
- lowest unoccupied orbital energy (eV) = 0.179
- orbital gap (hartree) = 0.4007
- HOMO level (eV) = -10.7
- molecular weight (g mol⁻¹) = 108.090
- structure (SMILES) = O.O.O.O.O.O
- net charge = 0

---

two) Formula: H12O6
Source: the OMol25 dataset
Level of theory: ωB97M-V/def2-TZVPD

```
18
Properties=species:S:1:pos:R:3:lowdin_charge:R:1
O -8.012 -1.321 -2.885 -0.06
H -7.057 -1.443 -2.878 0.03
H -8.361 -2.208 -3.015 0.03
O 1.153 3.651 9.336 -0.07
H 1.825 3.315 8.726 0.04
H 0.877 2.873 9.831 0.03
O 0.868 8.996 -2.951 -0.07
H 0.040 9.017 -2.452 0.03
H 1.508 8.998 -2.228 0.03
O 0.434 -3.863 -3.705 -0.06
H 0.306 -4.076 -2.771 0.03
H -0.353 -4.285 -4.075 0.03
O -1.790 -6.060 0.756 -0.05
H -1.960 -5.521 1.527 0.03
H -0.868 -6.235 0.583 0.03
O 7.241 -1.100 -0.726 -0.06
H 6.807 -1.710 -0.117 0.03
H 7.758 -1.728 -1.243 0.03
```

Computed properties:
- lowest unoccupied orbital energy (eV) = 0.513
- orbital gap (hartree) = 0.4444
- HOMO level (eV) = -11.6
- molecular weight (g mol⁻¹) = 108.090
- structure (SMILES) = O.O.O.O.O.O
- net charge = 0

---

three) Formula: H12O6
Source: the OMol25 dataset
Level of theory: ωB97M-V/def2-TZVPD

```
18
Properties=species:S:1:pos:R:3:lowdin_charge:R:1
O -2.339 -0.094 1.259 -0.07
H -2.299 -0.226 0.277 0.01
H -2.905 -0.804 1.580 0.06
O 1.666 1.641 1.459 -0.07
H 2.569 1.376 1.668 0.05
H 1.127 0.826 1.377 0.00
O 0.279 -0.746 1.218 -0.07
H 0.385 -1.326 1.980 0.08
H -0.672 -0.461 1.292 0.03
O 1.786 1.155 -1.381 -0.05
H 1.628 1.494 -0.486 0.01
H 2.738 1.014 -1.416 0.06
O 0.419 -1.285 -1.560 -0.08
H 0.352 -1.308 -0.590 0.01
H 0.898 -0.448 -1.702 0.01
O -2.157 -0.374 -1.402 -0.07
H -1.354 -0.884 -1.657 0.03
H -2.123 0.449 -1.916 0.07
```

Computed properties:
- lowest unoccupied orbital energy (eV) = 0.448
- orbital gap (hartree) = 0.4215
- HOMO level (eV) = -11.0
- molecular weight (g mol⁻¹) = 108.090
- structure (SMILES) = O.O.O.O.O.O
- net charge = 0

---

four) Formula: H12O6
Source: the OMol25 dataset
Level of theory: ωB97M-V/def2-TZVPD

```
18
Properties=species:S:1:pos:R:3:lowdin_charge:R:1
O -1.937 2.198 2.010 -0.04
H -2.707 1.972 2.466 -0.01
H -1.554 1.359 1.690 0.00
O -0.318 -1.335 -2.600 -0.03
H 0.218 -1.819 -3.188 0.02
H -0.639 -0.598 -3.150 0.06
O 1.759 -1.583 -0.102 -0.05
H 0.971 -1.448 -0.660 0.01
H 2.503 -1.130 -0.468 0.03
O 0.411 -0.457 2.595 -0.04
H 0.504 0.466 2.865 0.06
H 1.209 -0.948 2.713 0.04
O 0.755 1.667 -1.709 -0.07
H 1.201 1.027 -2.253 0.00
H 0.210 1.234 -1.029 -0.01
O -0.817 0.173 0.194 -0.03
H -0.269 -0.368 0.734 -0.01
H -1.498 -0.417 -0.101 0.06
```

Computed properties:
- lowest unoccupied orbital energy (eV) = 0.302
- orbital gap (hartree) = 0.4125
- HOMO level (eV) = -10.9
- molecular weight (g mol⁻¹) = 108.090
- structure (SMILES) = O.O.O.O.O.O
- net charge = 0

---

Compare the structures above. Which one is the most stable? three) is.